1.
{
  "formula": "C3H7N3O3S2",
  "method": "ωB97M-V/def2-TZVPD",
  "homo_ev": -8.23,
  "multiplicity": 1,
  "orbital_gap_ha": 0.3182,
  "charge": 0,
  "energy_ev": -35504.328,
  "e_above_lowest_kcal_mol": 21.4,
  "max_force_ev_per_a": 3.75,
  "smiles": "NN1C=CS[C@@]1(N)S(=O)(=O)O",
  "species": ["C", "C", "C", "N", "N", "N", "O", "O", "O", "S", "S", "H", "H", "H", "H", "H", "H", "H"],
  "positions_angstrom": [[-1.619, 0.487, 0.965], [-1.630, 1.840, 0.685], [-0.265, 0.309, -0.912], [-1.000, -0.289, 0.003], [-0.866, -1.751, 0.168], [0.098, -0.374, -2.122], [1.039, 0.335, 1.643], [1.910, -1.446, -0.079], [2.906, 0.731, -0.081], [-0.613, 2.089, -0.776], [1.688, 0.007, 0.056], [-1.983, -0.266, 1.761], [-1.930, 2.689, 1.235], [0.099, -2.086, 0.630], [-0.822, -2.073, -0.852], [1.756, 0.646, 2.215], [0.689, -1.196, -1.866], [0.544, 0.347, -2.673]],
  "atomic_forces_ev_per_a": [[-0.965, -0.053, 0.909], [1.361, -3.438, -0.648], [1.205, 1.389, -1.191], [-0.123, -2.929, 0.794], [0.871, -0.121, -0.877], [-0.906, 0.745, 1.352], [0.821, -0.536, -1.030], [-0.496, 0.345, 0.397], [1.108, 1.441, 0.148], [-0.440, -1.012, -0.117], [-0.018, -0.955, 1.301], [0.166, 2.250, -0.932], [-0.432, 0.423, 0.502], [-2.322, 1.773, -1.389], [-0.259, 0.260, 2.044], [0.126, -0.056, -0.169], [-0.147, 1.090, -0.577], [0.451, -0.617, -0.515]]
}

2.
{
  "formula": "C23H34NO3P",
  "method": "ωB97M-V/def2-TZVPD",
  "homo_ev": -7.90,
  "multiplicity": 1,
  "orbital_gap_ha": 0.3106,
  "charge": 0,
  "energy_ev": -41326.149,
  "e_above_lowest_kcal_mol": 5.7,
  "max_force_ev_per_a": 1.21,
  "smiles": "CC(C)CCO[P@@](=O)(c1ccc(N(C)C)cc1)[C@H](O)c1ccc(C(C)C)cc1",
  "species": ["C", "H", "H", "H", "C", "C", "H", "H", "H", "C", "C", "H", "H", "O", "P", "O", "C", "C", "C", "C", "N", "C", "H", "H", "H", "C", "H", "H", "H", "C", "C", "H", "H", "H", "H", "H", "H", "H", "C", "C", "C", "C", "C", "C", "C", "H", "H", "C", "C", "H", "H", "H", "C", "H", "H", "H", "H", "H", "H", "O", "H", "H"],
  "positions_angstrom": [[1.281, -2.208, -5.383], [1.170, -2.909, -6.208], [1.762, -1.311, -5.765], [0.292, -1.941, -5.021], [2.110, -2.837, -4.266], [3.541, -3.091, -4.736], [4.143, -3.511, -3.933], [3.543, -3.792, -5.567], [4.007, -2.168, -5.072], [2.069, -1.998, -2.982], [2.619, -0.584, -3.118], [2.051, -0.031, -3.872], [3.681, -0.582, -3.377], [2.528, 0.108, -1.881], [1.062, 0.642, -1.447], [0.190, 0.959, -2.584], [0.399, -0.550, -0.258], [1.210, -1.274, 0.606], [0.661, -2.037, 1.614], [-0.729, -2.090, 1.805], [-1.284, -2.817, 2.821], [-0.476, -3.681, 3.645], [0.137, -3.117, 4.359], [-1.124, -4.353, 4.204], [0.182, -4.292, 3.024], [-2.664, -2.621, 3.191], [-3.345, -3.113, 2.488], [-2.907, -1.556, 3.225], [-2.836, -3.037, 4.181], [-1.537, -1.375, 0.904], [-0.980, -0.619, -0.100], [-1.605, -0.066, -0.784], [-2.611, -1.419, 0.984], [1.324, -2.574, 2.273], [2.284, -1.249, 0.480], [1.030, -1.903, -2.648], [2.624, -2.514, -2.194], [1.661, -3.806, -4.016], [1.538, 2.108, -0.385], [0.333, 2.298, 0.495], [0.317, 1.862, 1.811], [-0.849, 1.914, 2.552], [-2.027, 2.397, 2.001], [-1.999, 2.853, 0.688], [-0.837, 2.805, -0.057], [-0.832, 3.148, -1.081], [-2.897, 3.246, 0.234], [-3.301, 2.419, 2.810], [-3.804, 3.851, 3.000], [-4.058, 4.300, 2.043], [-4.690, 3.860, 3.631], [-3.037, 4.462, 3.471], [-4.374, 1.550, 2.152], [-5.261, 1.501, 2.781], [-4.661, 1.958, 1.186], [-4.000, 0.540, 1.997], [-3.082, 2.001, 3.800], [-0.842, 1.564, 3.575], [1.221, 1.482, 2.267], [2.749, 1.922, 0.286], [2.772, 1.022, 0.630], [1.669, 2.966, -1.055]],
  "atomic_forces_ev_per_a": [[0.049, -0.200, 0.196], [-0.021, -0.019, -0.129], [0.020, 0.141, -0.093], [-0.151, 0.074, -0.022], [0.029, 0.092, 0.054], [-0.274, -0.077, 0.113], [0.138, -0.050, 0.066], [0.073, -0.052, -0.109], [0.118, 0.106, -0.066], [0.017, 0.081, -0.088], [0.050, -0.527, -0.615], [0.175, -0.024, 0.026], [-0.118, 0.024, -0.027], [-0.529, 0.412, 0.755], [1.106, -0.130, 0.486], [-0.559, 0.124, -0.215], [0.336, 0.413, -0.625], [-0.044, 0.060, -0.183], [0.078, -0.124, 0.221], [0.076, 0.063, -0.135], [-0.078, -0.134, 0.162], [0.157, 0.045, -0.002], [0.055, -0.063, 0.016], [0.022, 0.018, -0.017], [0.032, -0.025, 0.058], [-0.116, 0.022, -0.150], [-0.085, 0.057, 0.042], [-0.062, 0.002, 0.007], [0.008, 0.004, -0.022], [-0.135, -0.006, 0.071], [0.050, -0.042, -0.039], [-0.148, 0.047, -0.037], [-0.125, -0.010, 0.037], [0.034, -0.067, 0.076], [0.121, -0.054, 0.014], [0.025, -0.136, -0.002], [-0.026, -0.004, 0.064], [0.029, 0.068, -0.012], [-0.563, -0.293, -0.628], [0.000, 0.335, 0.253], [0.137, 0.102, -0.073], [-0.013, -0.002, -0.016], [0.008, -0.068, 0.153], [-0.050, -0.032, 0.049], [0.103, 0.062, 0.038], [-0.036, 0.018, -0.148], [-0.126, 0.061, -0.058], [-0.138, 0.087, -0.105], [0.089, -0.212, 0.148], [-0.043, 0.080, -0.119], [-0.115, 0.054, 0.047], [0.029, 0.111, 0.031], [0.139, 0.033, 0.232], [-0.130, -0.017, 0.020], [-0.058, 0.038, -0.140], [-0.009, -0.131, -0.048], [0.040, 0.019, -0.090], [-0.029, -0.028, 0.109], [0.069, -0.036, 0.014], [0.294, -0.165, 0.362], [0.144, 0.039, 0.068], [-0.069, -0.162, 0.023]]
}

3.
{
  "formula": "CH3Br3P",
  "method": "ωB97M-V/def2-TZVPD",
  "homo_ev": -14.93,
  "multiplicity": 1,
  "orbital_gap_ha": 0.2871,
  "charge": 1,
  "energy_ev": -220494.450,
  "e_above_lowest_kcal_mol": 33.1,
  "max_force_ev_per_a": 1.10,
  "species": ["C", "P", "Br", "Br", "Br", "H", "H", "H"],
  "positions_angstrom": [[-0.159, 0.185, -0.151], [-4.438, -0.018, -0.905], [-3.984, -2.066, -0.309], [-1.800, 1.040, -0.798], [-5.435, 0.817, 0.833], [-0.393, -0.280, 0.802], [0.554, 0.994, -0.017], [0.170, -0.532, -0.893]],
  "atomic_forces_ev_per_a": [[-0.067, -0.278, 0.384], [0.378, -0.471, 0.918], [-0.225, 0.728, -0.230], [-0.332, 0.230, -0.168], [0.462, -0.280, -0.631], [0.019, -0.002, -0.102], [-0.148, 0.044, -0.106], [-0.086, 0.029, -0.066]]
}

4.
{
  "formula": "C5H11O2",
  "method": "ωB97M-V/def2-TZVPD",
  "homo_ev": -3.76,
  "multiplicity": 1,
  "orbital_gap_ha": 0.2616,
  "charge": -1,
  "energy_ev": -9459.779,
  "e_above_lowest_kcal_mol": 5.8,
  "max_force_ev_per_a": 1.02,
  "species": ["C", "C", "H", "H", "H", "H", "H", "H", "C", "C", "C", "O", "O", "H", "H", "H", "H", "H"],
  "positions_angstrom": [[0.748, -0.439, -1.894], [2.120, -0.378, -2.544], [0.034, -1.080, -2.429], [0.817, -0.866, -0.899], [0.287, 0.540, -1.779], [2.865, -0.015, -1.829], [2.146, 0.287, -3.413], [2.468, -1.360, -2.880], [-0.596, 0.447, 1.481], [-1.986, 0.050, 1.011], [-0.596, 0.619, 3.021], [-0.641, -0.459, 3.654], [-0.442, 1.790, 3.444], [0.078, -0.396, 1.305], [-0.237, 1.368, 1.020], [-2.382, -0.744, 1.657], [-1.999, -0.261, -0.036], [-2.683, 0.897, 1.108]],
  "atomic_forces_ev_per_a": [[-0.341, -0.368, 0.022], [0.260, 0.056, -0.104], [0.215, 0.215, -0.141], [0.027, -0.006, 0.208], [0.068, 0.082, -0.012], [-0.083, 0.056, -0.101], [-0.050, -0.068, 0.059], [-0.108, 0.033, 0.054], [-0.212, -0.302, 0.447], [-0.440, 0.356, 0.041], [0.967, 0.284, -0.139], [-0.374, 0.007, 0.284], [-0.334, -0.156, 0.125], [0.136, 0.188, -0.239], [-0.008, -0.118, -0.160], [0.196, -0.010, -0.263], [-0.077, -0.143, -0.034], [0.157, -0.107, -0.049]]
}